[1]
Here is a cluster of 2 separate species, C8H11BFNO7S in total from OMol25. Energies are from ωB97M-V/def2-TZVPD.

Element x y z (Å)
1 C -3.581 1.451 -2.889
2 C -2.801 0.158 -3.020
3 O -2.225 -0.221 -1.768
4 B -1.043 0.278 -1.379
5 O -0.135 0.952 -2.137
6 O -0.660 -0.003 -0.022
7 C -1.262 0.718 0.913
8 O -2.394 0.725 1.242
9 O -0.311 1.505 1.622
10 S 0.178 2.844 0.972
11 O 0.713 3.646 1.991
12 O -0.778 3.288 0.026
13 F 1.377 2.290 0.149
14 H -4.425 1.301 -2.217
15 H -2.970 2.277 -2.524
16 H -3.998 1.706 -3.864
17 H -3.481 -0.646 -3.296
18 H -2.040 0.207 -3.803
19 H -0.483 1.664 -2.678
20 C 3.263 -1.450 1.289
21 C 4.037 -2.289 2.074
22 C 3.395 -3.141 2.961
23 N 2.074 -3.198 3.103
24 C 1.344 -2.384 2.343
25 C 1.885 -1.497 1.424
26 H 3.726 -0.770 0.584
27 H 5.116 -2.287 2.004
28 H 3.968 -3.814 3.590
29 H 0.269 -2.449 2.478
30 H 1.241 -0.862 0.834

Computed properties:
Total charge: 0
SMILES: CCOB(O)OC(=O)OS(=O)(=O)F.c1ccncc1
Calculated total energy in hartree: -1415.91285
Kohn-Sham gap in eV: 9.871
Max |F| in eV/A: 0.7


[2]
Here is the molecule C8H11IO2 in a non-equilibrium geometry from OMol25. Energies are from ωB97M-V/def2-TZVPD.

Element x y z (Å)
1 C 0.793 -3.208 0.902
2 C 0.047 -2.109 0.439
3 C -0.547 -1.065 0.111
4 C -1.188 0.204 -0.037
5 I -3.234 -0.185 -0.701
6 C -0.587 1.151 -1.126
7 C 0.865 0.700 -1.434
8 C 1.632 0.703 -0.110
9 O -1.211 0.801 1.272
10 C -1.778 1.991 1.397
11 O -2.361 2.574 0.530
12 H 0.055 -4.016 1.179
13 H 1.629 -3.004 1.506
14 H 1.238 -3.588 0.008
15 H -1.063 1.150 -2.120
16 H -0.412 2.165 -0.721
17 H 1.282 1.374 -2.108
18 H 0.921 -0.319 -1.919
19 H 1.348 -0.110 0.525
20 H 1.392 1.696 0.410
21 H 2.745 0.598 -0.465
22 H -1.566 2.500 2.463

Computed properties:
Total charge: 0
SMILES: CC#C[C@](I)(CCC)OC=O
Calculated total energy in hartree: -759.48525
Energy relative to the best compared isomer or geometry (same formula, charge and spin) in kJ/mol: 36.9
Kohn-Sham gap in eV: 9.215
Max |F| in eV/A: 6.6


[3]
Here is a structure of composition C8H11N in a non-equilibrium geometry from OMol25. Energies are from ωB97M-V/def2-TZVPD.

Element x y z (Å)
1 C -1.461 0.934 -1.406
2 C 0.421 0.571 -0.811
3 C 1.504 -0.030 0.211
4 C 1.012 -1.493 0.055
5 C -0.474 -1.301 0.427
6 C -0.100 -0.661 1.758
7 C 0.957 0.217 1.697
8 C -0.869 0.042 -0.311
9 H -1.617 0.289 -2.330
10 H -2.460 1.427 -1.000
11 H -0.462 2.371 -0.490
12 H 0.666 0.021 -1.785
13 H 2.506 0.283 0.120
14 H 0.951 -1.665 -1.082
15 H 1.653 -2.216 0.564
16 H -1.099 -2.171 0.528
17 H -0.922 -0.451 2.484
18 H 1.068 1.326 2.282
19 H -1.080 0.709 0.423
20 N -0.194 1.798 -1.332

Computed properties:
Total charge: 0
Calculated total energy in hartree: -365.96853
Energy relative to the best compared isomer or geometry (same formula, charge and spin) in kJ/mol: 445.1
Kohn-Sham gap in eV: 9.882
Max |F| in eV/A: 4.2


[4]
Here is the molecule C8H11N11 in a non-equilibrium geometry from OMol25. Energies are from ωB97M-V/def2-TZVPD.

Element x y z (Å)
1 N 1.692 5.372 1.125
2 N 0.167 4.923 -0.784
3 N 0.139 -2.534 0.795
4 N 0.676 0.447 0.739
5 N -1.711 -2.156 -0.480
6 N -2.205 -0.005 -1.273
7 N 0.985 5.160 0.260
8 C -0.400 -3.526 1.397
9 C 0.454 1.713 0.355
10 C -2.250 -1.330 -1.314
11 C -0.707 -1.693 0.183
12 C -1.221 0.470 -0.521
13 C -0.384 -0.329 0.265
14 N -1.636 -3.882 1.818
15 N 0.658 -4.134 2.040
16 N -3.200 -1.886 -2.073
17 N -0.770 1.796 -0.427
18 C -1.143 4.367 -0.423
19 C -1.396 2.972 -1.062
20 H 1.168 2.503 0.525
21 H -1.789 -4.847 1.567
22 H -2.191 -3.270 1.336
23 H 1.409 -3.491 1.926
24 H 0.515 -4.290 3.079
25 H -3.431 -2.858 -1.843
26 H -3.930 -1.211 -2.366
27 H -1.249 4.003 0.584
28 H -1.927 5.007 -0.742
29 H -1.132 2.931 -2.196
30 H -2.488 2.850 -1.236

Computed properties:
Total charge: 0
Calculated total energy in hartree: -913.68279
Energy relative to the best compared isomer or geometry (same formula, charge and spin) in kJ/mol: 177.8
Kohn-Sham gap in eV: 8.607
Max |F| in eV/A: 5.2